(A)
A gas-phase ion, C7H12O (charge -1). Source: the OMol25 dataset; level of theory: wB97M-V/def2-TZVPD.

Values from the calculation:
* total charge: -1
* ⟨S²⟩: 0.7640
* multiplicity: 2
* orbital gap (spin up / spin down): 4.0 / 6.9 eV
* lowest unoccupied orbital energy (spin up / spin down): 4.0 / 3.9 eV

CARTESIAN COORDINATES (ANGSTROEM)
C: -2.0662 -0.2211 0.7822
O: -2.0013 -0.7199 -0.5445
C: -0.7706 -0.2742 1.5680
C: 0.2325 0.7791 1.0673
C: 0.7256 0.5037 -0.3381
C: 0.6953 1.5008 -1.3245
C: 1.7917 -1.3927 -1.6519
C: 1.4299 -0.7415 -0.5160
H: -2.8774 -0.7820 1.2580
H: -2.4390 0.8194 0.7423
H: -1.4408 -0.1185 -1.0607
H: -0.3277 -1.2689 1.5836
H: -1.0192 -0.1049 2.6298
H: 1.1155 0.8927 1.7043
H: -0.2998 1.7383 1.1111
H: 0.2126 2.4608 -1.1631
H: 1.4622 1.5559 -2.0911
H: 2.2507 -2.3729 -1.5366
H: 1.6565 -1.0844 -2.6778
H: 1.6694 -1.1696 0.4578



(B)
A molecular structure, C7H12O. Source: the OMol25 dataset; level of theory: wB97M-V/def2-TZVPD.

Values from the calculation:
* total charge: -1
* ⟨S²⟩: 0.7675
* multiplicity: 2
* orbital gap (spin up / spin down): 6.8 / 6.4 eV
* lowest unoccupied orbital energy (spin up / spin down): 4.2 / 3.8 eV

CARTESIAN COORDINATES (ANGSTROEM)
O: 1.7949 0.8522 -0.9673
C: 2.2948 0.6113 0.2421
C: 1.5598 -0.4939 1.1430
C: 0.4214 -0.2730 1.9392
C: -1.2214 -0.4880 0.8817
C: -1.0325 0.2237 -0.3688
C: -1.1419 -0.4547 -1.6660
C: -1.5913 0.1565 -2.7820
H: 2.2597 1.5704 0.8810
H: 3.2909 0.2474 0.2989
H: 2.1134 -1.3766 1.5918
H: 0.2653 0.8137 2.3772
H: 0.0329 -0.9688 2.7593
H: -1.0388 -1.5743 1.0899
H: -1.9359 -0.1902 1.5866
H: -1.6728 1.2603 -0.5110
H: -0.0424 0.6798 -0.3491
H: -0.6901 -1.4245 -1.7077
H: -1.3328 -0.1472 -3.7857
H: -2.3333 0.9760 -2.6530



Decreasing stability: (A), (B)